Entry 1:
Molecular formula: C10H19F6N3O5S4Y
Method: DFT, wB97M-V/def2-TZVPD

```
48
Properties=species:S:1:pos:R:3:forces:R:3
Y 0.385 0.503 -0.876 0.7 0.4 0.0
C 3.609 0.023 -2.085 0.0 0.0 -0.1
N 2.672 -0.507 -1.070 -0.1 -0.1 0.0
C 2.420 -1.929 -1.382 -0.1 0.0 0.0
C 3.304 -0.352 0.259 0.0 -0.1 0.1
C 2.432 -0.892 1.375 0.1 0.0 -0.1
N 1.085 -0.274 1.379 0.0 0.0 0.1
C 0.126 -1.218 1.999 0.0 -0.1 0.0
C 1.102 0.962 2.190 0.0 0.0 0.0
H 4.544 -0.545 -2.060 0.0 0.0 0.0
H 3.819 1.071 -1.892 0.0 0.0 0.0
H 3.171 -0.060 -3.076 0.0 0.0 0.0
H 3.338 -2.520 -1.303 0.0 0.0 0.0
H 2.048 -2.011 -2.403 0.0 0.0 0.0
H 1.675 -2.363 -0.713 0.0 0.0 0.0
H 3.512 0.712 0.401 0.0 0.0 0.0
H 4.268 -0.873 0.281 0.0 0.0 0.0
H 2.927 -0.727 2.337 0.0 0.0 0.0
H 2.315 -1.968 1.267 0.0 0.0 0.0
H 0.484 -1.535 2.982 0.0 0.0 0.0
H 0.010 -2.104 1.372 0.0 0.0 0.0
H -0.846 -0.752 2.113 0.0 0.0 0.0
H 1.394 0.744 3.221 0.0 0.0 0.0
H 0.103 1.397 2.208 0.0 0.0 0.0
H 1.806 1.688 1.778 0.0 0.0 0.0
C -0.231 3.738 0.510 0.0 0.0 0.1
O 0.366 2.831 -0.450 -0.2 -0.1 0.0
C 0.905 3.388 -1.638 0.2 0.2 0.1
S 1.226 4.958 -1.785 -0.1 -0.1 0.1
S 1.172 2.128 -2.784 0.0 0.0 -0.2
H -0.826 3.120 1.178 0.0 0.0 0.0
H -0.865 4.448 -0.012 0.0 0.0 0.0
H 0.546 4.274 1.049 0.0 0.0 0.0
F -2.431 1.772 -2.353 0.0 0.0 0.0
C -3.281 0.812 -1.979 0.0 -0.1 0.0
F -3.726 0.164 -3.035 0.0 0.0 0.0
F -4.274 1.333 -1.293 0.0 0.0 0.0
S -2.341 -0.354 -0.888 -0.6 0.0 0.0
O -1.236 -0.807 -1.768 0.1 -0.2 -0.1
O -1.713 0.540 0.115 -0.2 0.1 0.1
N -3.257 -1.447 -0.431 0.3 0.1 0.0
S -3.946 -1.519 1.059 -0.1 -0.2 0.1
O -4.917 -0.495 1.224 -0.1 0.1 0.0
O -2.948 -1.750 2.056 0.0 0.0 -0.1
C -4.829 -3.121 0.778 0.1 0.1 -0.1
F -5.487 -3.433 1.878 0.0 0.0 0.1
F -3.940 -4.067 0.502 0.0 0.0 0.0
F -5.671 -2.984 -0.232 0.0 0.0 0.0
```
Forces are in eV/Å.

The calculation puts the energy relative to the best compared isomer or geometry (same formula, charge and spin) at 25.9 kcal per mole. As for the net charge: +1. The value obtained for the HOMO energy is -11.77 eV.



Entry 2:
Molecular formula: C24H21LiNP2
Method: DFT, wB97M-V/def2-TZVPD

```
49
Properties=species:S:1:pos:R:3:forces:R:3
Li -1.500 -2.723 0.046 0.0 0.0 0.0
N -0.299 -0.042 0.129 0.0 0.0 0.0
P -0.005 -1.177 1.359 0.0 0.0 0.0
C -0.291 -0.270 2.899 0.0 0.0 0.0
C -1.511 -0.437 3.551 0.0 0.0 0.0
C -1.802 0.298 4.691 0.0 0.0 0.0
C -0.872 1.201 5.184 0.0 0.0 0.0
C 0.348 1.371 4.541 0.0 0.0 0.0
C 0.641 0.637 3.403 0.0 0.0 0.0
C 1.789 -1.450 1.331 0.0 0.0 0.0
C 2.556 -1.101 0.224 0.0 0.0 0.0
C 3.916 -1.386 0.201 0.0 0.0 0.0
C 4.510 -2.027 1.276 0.0 0.0 0.0
C 3.746 -2.388 2.380 0.0 0.0 0.0
C 2.391 -2.104 2.408 0.0 0.0 0.0
P -1.142 -0.585 -1.242 0.0 0.0 0.0
C -0.004 -0.379 -2.636 0.0 0.0 0.0
C 0.591 -1.510 -3.190 0.0 0.0 0.0
C 1.538 -1.383 -4.197 0.0 0.0 0.0
C 1.895 -0.122 -4.651 0.0 0.0 0.0
C 1.304 1.012 -4.104 0.0 0.0 0.0
C 0.356 0.885 -3.104 0.0 0.0 0.0
C -2.399 0.692 -1.519 0.0 0.0 0.0
C -2.967 0.841 -2.785 0.0 0.0 0.0
C -3.983 1.761 -2.987 0.0 0.0 0.0
C -4.439 2.538 -1.930 0.0 0.0 0.0
C -3.883 2.389 -0.669 0.0 0.0 0.0
C -2.869 1.464 -0.460 0.0 0.0 0.0
H 0.127 0.878 0.154 0.0 0.0 0.0
H -2.237 -1.147 3.170 0.0 0.0 0.0
H -2.748 0.160 5.198 0.0 0.0 0.0
H -1.095 1.772 6.075 0.0 0.0 0.0
H 1.073 2.074 4.929 0.0 0.0 0.0
H 1.598 0.762 2.911 0.0 0.0 0.0
H 2.100 -0.605 -0.625 0.0 0.0 0.0
H 4.508 -1.104 -0.659 0.0 0.0 0.0
H 5.569 -2.246 1.258 0.0 0.0 0.0
H 4.208 -2.887 3.220 0.0 0.0 0.0
H 1.803 -2.379 3.276 0.0 0.0 0.0
H 0.314 -2.497 -2.837 0.0 0.0 0.0
H 1.992 -2.265 -4.629 0.0 0.0 0.0
H 2.632 -0.020 -5.437 0.0 0.0 0.0
H 1.581 1.994 -4.464 0.0 0.0 0.0
H -0.116 1.771 -2.694 0.0 0.0 0.0
H -2.607 0.248 -3.618 0.0 0.0 0.0
H -4.415 1.877 -3.972 0.0 0.0 0.0
H -5.229 3.259 -2.092 0.0 0.0 0.0
H -4.236 2.994 0.156 0.0 0.0 0.0
H -2.438 1.352 0.528 0.0 0.0 0.0
```
Forces are in eV/Å.

As for the net charge: +1. The value obtained for the HOMO energy is -11.56 eV.



Look up the net charge of the first one. +1